The following is a DFT calculation (ωB97M-V/def2-TZVPD) of a structure of composition C31H35CaF2N4O8PS2.

Computed properties:
Relative energy (zero: lowest compared OMol25 entry of this formula, charge and spin) ... 0.0 kcal/mol
LUMO ... 0.1573 hartree
Multiplicity ... 1
E ... -109893.389 eV
Charge ... -2
HOMO energy ... -2.4957 eV
Frontier orbital gap ... 6.776 eV

Atoms and positions in Å:
Ca: 0.181 1.025 0.643
F: 5.366 -1.130 4.123
C: 4.489 -0.136 3.842
C: 4.115 0.070 2.548
C: 3.206 1.100 2.237
C: 2.679 1.916 3.260
C: 3.132 1.630 4.549
F: 2.651 2.370 5.577
C: 4.021 0.637 4.891
C: 1.632 2.973 3.137
C: 1.887 4.264 3.597
C: 0.859 5.191 3.618
C: -0.406 4.809 3.198
C: -0.577 3.509 2.748
N: 0.415 2.623 2.715
H: 4.501 -0.548 1.748
H: 4.299 0.457 5.918
H: 2.882 4.523 3.932
H: 1.045 6.201 3.964
H: -1.241 5.497 3.202
H: -1.530 3.144 2.375
O: -3.368 -0.748 1.580
C: -2.349 -0.076 1.764
O: -2.061 1.034 1.187
C: -1.267 -0.610 2.750
O: -1.626 -1.000 3.858
O: -0.073 -0.572 2.282
O: 2.940 1.192 0.941
O: 2.176 2.354 0.572
N: -7.406 0.280 -0.738
C: -6.172 0.272 -1.428
C: -5.035 -0.256 -0.819
C: -3.834 -0.281 -1.500
C: -3.756 0.207 -2.799
C: -4.880 0.736 -3.409
C: -6.089 0.762 -2.730
S: -2.184 0.206 -3.631
O: -2.344 1.060 -4.797
O: -1.828 -1.169 -3.903
N: -1.150 0.781 -2.565
C: -1.117 2.104 -2.316
S: -1.924 3.377 -3.227
C: -1.279 4.561 -2.132
C: -0.508 3.947 -1.205
N: -0.421 2.584 -1.296
H: -7.270 0.247 0.263
H: -7.977 1.077 -0.980
H: -5.035 -0.618 0.204
H: -2.961 -0.659 -0.982
H: -4.796 1.140 -4.411
H: -6.971 1.177 -3.209
H: -1.478 5.616 -2.229
H: 0.031 4.451 -0.413
C: 1.951 -2.964 1.793
C: 2.408 -3.002 0.332
C: 2.405 -4.446 -0.174
P: 1.496 -1.731 -0.687
C: 2.700 -1.321 -2.049
C: 1.988 -0.423 -3.062
C: 3.483 -2.437 -2.738
C: 0.022 -2.509 -1.490
C: 0.187 -3.521 -2.622
C: -0.922 -3.042 -0.405
H: 2.654 -3.527 2.418
H: 0.964 -3.420 1.904
H: 1.856 -1.948 2.176
H: 3.439 -2.624 0.297
H: 1.404 -4.872 -0.088
H: 3.073 -5.060 0.441
H: 2.717 -4.536 -1.213
H: 3.430 -0.699 -1.517
H: 1.201 -0.955 -3.600
H: 2.704 -0.043 -3.799
H: 1.513 0.428 -2.573
H: 2.829 -3.157 -3.235
H: 4.110 -2.981 -2.029
H: 4.143 -2.006 -3.499
H: -0.460 -1.634 -1.929
H: 0.707 -4.427 -2.303
H: 0.722 -3.093 -3.472
H: -0.805 -3.804 -2.982
H: -0.594 -4.016 -0.029
H: -1.926 -3.165 -0.818
H: -0.994 -2.364 0.447

Here are the Löwdin charges for atoms 1 to 2, given in e: number 1, Ca, carries 1.323; number 2, F, carries 0.041



The following is a DFT calculation (ωB97M-V/def2-TZVPD) of a structure of composition C31H35ClGeIKN6O3.

Computed properties:
Relative energy (zero: lowest compared OMol25 entry of this formula, charge and spin) ... 25.5 kcal/mol
LUMO ... 0.1411 hartree
Multiplicity ... 1
E ... -141263.220 eV
Charge ... -2
HOMO energy ... 0.5597 eV
Frontier orbital gap ... 3.279 eV

Atoms and positions in Å:
K: -0.042 -1.380 0.505
O: -3.194 -1.997 3.824
C: -2.616 -1.741 2.774
N: -1.577 -2.357 2.166
C: -0.997 -3.433 2.751
O: -1.250 -4.025 3.794
C: 0.219 -3.979 1.967
C: 1.248 -4.560 2.703
C: 2.370 -5.025 2.044
C: 2.423 -4.935 0.663
C: 1.341 -4.376 0.007
N: 0.260 -3.900 0.633
C: -3.161 -0.521 2.000
C: -3.892 0.419 2.724
C: -4.439 1.500 2.063
C: -4.266 1.600 0.691
C: -3.525 0.621 0.055
N: -2.962 -0.412 0.688
H: 1.140 -4.609 3.777
H: 3.202 -5.441 2.600
H: 3.289 -5.257 0.102
H: 1.347 -4.284 -1.073
H: -4.004 0.265 3.788
H: -4.987 2.260 2.608
H: -4.674 2.427 0.124
H: -3.347 0.679 -1.014
Cl: 5.456 1.861 3.230
C: 4.312 1.138 2.092
C: 4.834 0.351 1.085
C: 3.976 -0.238 0.184
I: 4.741 -1.424 -1.371
C: 2.554 -0.070 0.227
O: 1.788 -0.636 -0.652
C: 2.073 0.779 1.268
N: 0.641 1.032 1.333
C: 0.118 1.491 2.594
C: 0.947 2.037 3.505
C: 2.362 2.124 3.321
C: 2.925 1.376 2.254
H: 5.905 0.206 1.014
H: -0.945 1.338 2.755
H: 0.510 2.369 4.445
H: 2.996 2.525 4.096
C: 0.060 -2.335 -2.832
C: 0.168 -2.531 -4.370
N: -0.379 -1.363 -5.074
C: 0.334 -0.162 -4.607
C: 0.136 0.031 -3.077
N: -0.648 -1.089 -2.544
C: -1.960 -1.105 -3.178
C: -1.796 -1.224 -4.721
H: 1.044 -2.255 -2.360
H: -0.480 -3.159 -2.356
H: -0.388 -3.413 -4.702
H: 1.208 -2.659 -4.679
H: -0.038 0.694 -5.175
H: 1.392 -0.285 -4.851
H: -0.405 0.956 -2.858
H: 1.078 0.057 -2.527
H: -2.485 -0.186 -2.908
H: -2.529 -1.944 -2.769
H: -2.181 -0.337 -5.231
H: -2.334 -2.091 -5.115
C: 1.595 4.389 0.645
Ge: -0.121 3.590 0.227
C: -1.475 4.337 1.429
C: -0.700 4.172 -1.567
C: 0.029 1.636 0.159
H: 1.510 5.478 0.715
H: 2.331 4.134 -0.120
H: 1.943 3.983 1.602
H: -1.583 5.412 1.245
H: -1.178 4.168 2.464
H: -2.441 3.854 1.261
H: -0.740 5.263 -1.624
H: -1.700 3.781 -1.779
H: -0.020 3.808 -2.342
H: 0.629 1.387 -0.718
H: -0.979 1.216 -0.007

Here are the Löwdin charges for atoms 1 to 2, given in e: number 1, K, carries 0.819; number 2, O, carries 0.035